(1)
Density functional theory data (wB97M-V/def2-TZVPD) for the molecule C15H16N4O2S3.

Geometry as XYZ:
```
40
Properties=species:S:1:pos:R:3:lowdin_charge:R:1
C -2.237 -3.574 1.506 -0.06
C -2.262 -2.102 1.738 -0.15
O -2.888 -1.537 0.467 -0.11
C -4.285 -1.389 0.514 -0.30
O -5.126 -1.964 1.340 0.00
C -4.648 -0.421 -0.844 -0.34
S -3.325 0.054 -1.859 1.06
C -2.492 1.099 -1.019 -0.89
N -2.832 1.479 -0.001 0.06
N -1.843 2.517 0.612 0.17
C -0.817 2.226 -0.296 -0.46
C 0.445 2.906 -0.050 -0.23
S 1.323 2.267 1.667 0.84
C 2.331 1.147 0.510 -0.78
N 2.444 0.723 -0.511 0.04
C 3.239 -0.504 -0.780 -0.34
C 3.518 -0.689 -2.071 0.03
C 4.311 -1.918 -2.042 -0.06
C 5.084 -2.427 -0.965 -0.07
C 4.822 -1.765 0.175 -0.14
C 3.869 -0.868 0.221 -0.51
S 3.419 0.044 1.805 0.83
N -1.154 1.293 -1.024 0.00
C -0.217 0.679 -2.163 0.12
H -3.271 -3.976 1.488 0.10
H -1.674 -3.675 0.565 0.10
H -1.964 -3.963 2.364 0.02
H -2.934 -1.849 2.560 0.13
H -1.387 -1.679 1.933 0.07
H -5.007 0.556 -0.443 0.09
H -5.397 -0.965 -1.282 0.04
H 1.035 2.910 -0.661 -0.10
H 0.325 4.069 0.360 0.15
H 2.995 -0.445 -3.072 0.15
H 4.638 -2.099 -3.089 0.10
H 5.724 -3.260 -1.152 0.11
H 5.297 -2.392 1.071 0.17
H -0.304 1.487 -2.974 0.14
H -0.540 -0.012 -2.614 -0.05
H 0.739 0.767 -1.733 0.04
```

Summary:
- relative energy (zero: lowest compared OMol25 entry of this formula, charge and spin) (kcal per mole) = 348.00
- molar mass (g/mol) = 380.52
- SMILES string = CCOC(=O)CSc1nnc(CSc2nc3ccccc3s2)n1C
- orbital gap (eV) = 8.35
- highest occupied orbital energy (eV) = -8.5
- total charge = 0

***

(2)
Density functional theory data (wB97M-V/def2-TZVPD) for the molecule C3H7BrO2S.

Geometry as XYZ:
```
14
Properties=species:S:1:pos:R:3:lowdin_charge:R:1
C 0.438 1.370 -0.502 -0.08
C 0.075 0.182 0.424 -0.50
C 1.191 -0.873 0.301 -0.09
S -1.399 -0.723 -0.103 0.52
O -1.642 -1.886 0.740 -0.36
O -1.456 -1.037 -1.556 -0.35
Br -3.396 0.746 0.409 0.18
H 0.463 0.987 -1.549 0.11
H -0.039 2.300 -0.304 0.07
H 1.432 1.564 -0.122 0.07
H 0.022 0.635 1.493 0.17
H 1.101 -1.759 0.999 0.11
H 2.022 -0.269 0.481 0.06
H 1.187 -1.238 -0.711 0.08
```

Summary:
- relative energy (zero: lowest compared OMol25 entry of this formula, charge and spin) (kcal per mole) = 0.00
- molar mass (g/mol) = 187.06
- SMILES string = CC(C)S(=O)(=O)Br
- orbital gap (eV) = 8.89
- highest occupied orbital energy (eV) = -10.4
- total charge = 0

***

(3)
Density functional theory data (wB97M-V/def2-TZVPD) for the ion C12H25FN4O3P with charge +1.

Geometry as XYZ:
```
46
Properties=species:S:1:pos:R:3:lowdin_charge:R:1
C -4.830 1.595 -3.325 -0.09
C -3.664 0.629 -3.439 -0.25
C -2.423 1.249 -4.111 -0.16
C -1.105 0.632 -3.665 -0.31
C 0.074 1.032 -4.569 -0.02
N -0.797 0.909 -2.245 0.07
C -1.290 1.739 -1.336 -0.37
F -2.214 2.547 -1.611 0.26
N -0.738 1.671 -0.155 0.27
C 0.204 0.738 -0.287 -0.33
N 1.029 0.399 0.685 0.15
C 0.918 1.033 2.025 -0.19
O 2.083 0.865 2.729 -0.09
C 2.374 -0.474 3.127 -0.16
C 3.208 -0.444 4.409 -0.18
O 2.530 -1.007 5.501 -0.15
C 2.506 -2.426 5.507 -0.27
C 1.221 -2.923 6.158 -0.06
N 0.205 0.210 -1.560 -0.06
P 1.219 -1.034 -2.209 0.75
O 2.465 -0.578 -2.818 -0.34
H -5.632 1.180 -2.719 0.08
H -5.249 1.796 -4.312 0.08
H -4.528 2.550 -2.904 0.07
H -3.395 0.227 -2.458 0.10
H -3.959 -0.236 -4.034 0.11
H -2.463 1.042 -5.177 0.13
H -2.406 2.325 -3.950 0.12
H -1.245 -0.449 -3.725 0.13
H 0.259 0.240 -5.291 0.10
H -0.187 1.923 -5.135 0.09
H 0.989 1.225 -4.018 0.07
H 1.754 -0.274 0.509 0.12
H 0.748 2.095 1.873 0.14
H 0.054 0.609 2.546 0.15
H 2.917 -0.987 2.325 0.12
H 1.449 -1.028 3.312 0.13
H 4.157 -0.960 4.239 0.13
H 3.428 0.594 4.643 0.14
H 2.579 -2.811 4.485 0.11
H 3.379 -2.800 6.045 0.12
H 0.752 -2.090 6.677 0.08
H 0.518 -3.316 5.427 0.07
H 1.417 -3.695 6.898 0.07
H 0.314 -1.718 -3.020 0.04
H 1.372 -1.803 -1.049 0.04
```

Summary:
- molar mass (g/mol) = 323.33
- SMILES string = CCC[C@@H](C)n1c(F)nc(NCOCCOCC)[n+]1[PH2]=O
- orbital gap (eV) = 8.96
- highest occupied orbital energy (eV) = -12.1
- total charge = +1

***

(4)
Density functional theory data (wB97M-V/def2-TZVPD) for the molecule C3H2O3S.

Geometry as XYZ:
```
9
Properties=species:S:1:pos:R:3:lowdin_charge:R:1
C -0.057 -1.063 -0.012 -0.52
C 0.204 1.172 0.182 -0.48
C -1.059 0.008 0.045 -0.04
O -0.025 -2.213 -0.308 0.13
O 0.247 2.213 -0.356 0.12
O 2.678 -0.226 -0.039 -0.49
S 1.383 -0.079 0.687 1.03
H -1.632 0.294 -0.973 0.19
H -1.739 -0.106 0.773 0.06
```

Summary:
- relative energy (zero: lowest compared OMol25 entry of this formula, charge and spin) (kcal per mole) = 82.81
- molar mass (g/mol) = 118.11
- orbital gap (eV) = 8.62
- highest occupied orbital energy (eV) = -9.7
- total charge = 0

***

(5)
Density functional theory data (wB97M-V/def2-TZVPD) for a cluster of 2 separate species, C4H11NO in total.

Geometry as XYZ:
```
17
Properties=species:S:1:pos:R:3:lowdin_charge:R:1
C 2.821 1.204 -1.081 -0.13
C 1.494 0.902 -1.740 -0.30
C 0.370 0.296 -0.908 -0.14
C 0.060 -0.994 -0.809 -0.22
N -0.706 -1.568 0.230 0.01
H 3.304 2.225 -1.155 0.09
H 3.600 0.461 -1.242 0.06
H 2.699 0.987 -0.009 0.06
H 0.980 1.815 -2.130 0.10
H 1.727 0.335 -2.687 0.11
H -0.003 1.054 -0.163 0.12
H 0.715 -1.726 -1.295 0.11
H -0.490 -2.416 0.717 0.06
H -1.685 -1.337 0.283 0.07
O -3.513 0.165 3.265 -0.07
H -2.806 0.817 3.404 0.04
H -3.081 -0.529 3.783 0.03
```

Summary:
- relative energy (zero: lowest compared OMol25 entry of this formula, charge and spin) (kcal per mole) = 50.44
- molar mass (g/mol) = 89.14
- SMILES string = CC/C=C/N.O
- orbital gap (eV) = 8.93
- highest occupied orbital energy (eV) = -8.1
- total charge = 0

***

(6)
Density functional theory data (wB97M-V/def2-TZVPD) for a structure of composition C8H12MgO8.

Geometry as XYZ:
```
29
Properties=species:S:1:pos:R:3:lowdin_charge:R:1
Mg 0.246 -0.343 -1.145 1.20
C -0.494 -6.592 1.543 -0.04
C -0.419 -5.015 1.409 -0.77
O -0.505 -4.405 2.457 -0.04
O -0.383 -4.353 0.322 -0.12
H -0.108 -6.880 2.521 0.05
H 0.166 -7.056 0.810 0.04
H -1.457 -7.074 1.376 0.05
C -4.233 3.183 1.745 -0.03
C -3.094 2.333 2.318 -0.73
O -2.386 1.557 1.581 -0.07
O -2.863 2.176 3.525 -0.02
H -4.187 3.223 0.657 0.06
H -4.243 4.199 2.140 0.06
H -5.155 2.612 1.862 0.07
C -0.832 2.044 -6.384 -0.03
C -0.704 1.559 -4.908 -0.79
O -1.182 0.513 -4.501 -0.11
O 0.129 2.035 -4.084 -0.14
H -1.757 2.579 -6.600 0.05
H -0.680 1.197 -7.052 0.06
H -0.127 2.862 -6.533 0.05
C 5.475 1.657 2.425 -0.05
C 4.123 0.991 2.445 -0.79
O 3.525 0.695 3.495 -0.05
O 3.596 0.648 1.356 -0.08
H 5.319 2.735 2.376 0.06
H 6.121 1.496 1.562 0.06
H 6.109 1.424 3.280 0.06
```

Summary:
- relative energy (zero: lowest compared OMol25 entry of this formula, charge and spin) (kcal per mole) = 292.64
- molar mass (g/mol) = 260.48
- orbital gap (eV) = 2.77
- highest occupied orbital energy (eV) = -2.7
- total charge = -2

***

(7)
Density functional theory data (wB97M-V/def2-TZVPD) for the ion C5H6BrNOP with charge +1.

Geometry as XYZ:
```
15
Properties=species:S:1:pos:R:3:lowdin_charge:R:1
O 3.177 0.641 0.700 -0.37
P 2.258 0.967 -0.777 0.61
Br 3.199 -0.398 -2.334 0.29
N 0.585 0.441 -0.347 -0.33
C 0.303 -1.051 -0.207 0.00
C -1.190 -1.628 0.224 0.03
C -2.353 -0.503 0.506 0.04
C -1.979 1.110 0.330 0.04
C -0.448 1.530 -0.106 0.01
H 2.943 -0.337 0.886 0.06
H 1.201 -1.789 -0.393 0.11
H -1.370 -2.783 0.351 0.12
H -3.420 -0.847 0.843 0.12
H -2.751 1.969 0.526 0.12
H -0.154 2.678 -0.204 0.15
```

Summary:
- relative energy (zero: lowest compared OMol25 entry of this formula, charge and spin) (kcal per mole) = 174.90
- molar mass (g/mol) = 206.99
- SMILES string = OP(Br)[n+]1ccccc1
- orbital gap (eV) = 7.96
- highest occupied orbital energy (eV) = -13.8
- total charge = +1

***

> The lowest molar mass belongs to which entry?

C4H11NO

***

> Which of these has the lowest total charge?

C8H12MgO8

***

> Number 3 is which compound?

C12H25FN4O3P

***

> orbital gap of number 2 (C3H7BrO2S)?

8.89 eV